ORCA calculation (ωB97M-V/def2-TZVPD) on C23H45BeCl3N2O4PSi as an isolated structure at a distorted geometry.

Positions of all 80 atoms, in Å:
C (2.8798, -2.0933, -0.8741)
C (2.2133, -1.3819, -1.9929)
H (2.3012, -2.9618, -0.5524)
H (3.0863, -1.4047, -0.0497)
H (3.8524, -2.4596, -1.2312)
C (2.1674, -1.9691, -3.2196)
C (2.4584, -3.4046, -3.4777)
H (2.0513, -1.3718, -4.1162)
H (1.9007, -4.0774, -2.8110)
H (3.5249, -3.6613, -3.4132)
H (2.1721, -3.6235, -4.5127)
Be (1.6165, 1.2404, 0.6624)
Cl (2.6979, 3.3077, 2.3032)
Cl (3.6627, 1.0550, 0.4822)
C (0.7659, 3.7933, 0.4284)
O (0.6561, 2.5667, 0.2972)
N (-0.2446, 4.5715, 0.8091)
C (-1.5211, 3.9531, 1.2019)
C (0.0127, 5.9624, 1.1807)
H (1.7185, 4.3186, 0.2293)
H (-1.3753, 3.2699, 2.0587)
H (-1.9468, 3.3788, 0.3633)
H (-2.2167, 4.7393, 1.4868)
H (0.6494, 5.9989, 2.0815)
H (-0.9361, 6.4773, 1.3611)
H (0.5508, 6.4392, 0.3501)
H (-0.9746, -5.7246, 0.8480)
H (-4.0063, -3.9840, -0.2321)
C (-2.0140, -5.6753, 0.5190)
C (-4.0163, -4.2508, 0.8342)
N (-2.6537, -4.5781, 1.2232)
H (-2.5174, -6.6247, 0.7343)
C (-2.0562, -3.9816, 2.2856)
O (-2.5345, -3.0655, 2.9507)
H (-4.4051, -3.4279, 1.4220)
H (-1.0660, -4.4712, 2.5347)
H (-2.0631, -5.4781, -0.5552)
H (-4.6615, -5.1383, 0.9331)
O (1.1439, 0.2254, -0.4710)
C (1.8298, 0.0573, -1.6854)
C (0.4740, 0.4625, -3.8624)
C (1.2711, 0.9212, -2.8150)
H (0.1813, -0.5975, -3.9214)
C (0.0307, 1.3502, -4.8680)
H (2.8237, 0.4910, -1.4129)
C (1.6676, 2.2594, -2.8139)
H (-0.5936, 0.9688, -5.6847)
C (0.4117, 2.6945, -4.8184)
C (1.2259, 3.1471, -3.7818)
H (2.3778, 2.5721, -2.0285)
H (0.0486, 3.3867, -5.5863)
H (1.5243, 4.2046, -3.7249)
Si (-1.0694, -0.8731, -0.8843)
Cl (-0.6374, -2.9628, -0.8570)
C (-1.9390, -1.3265, -2.4971)
C (-1.5537, 1.0616, -1.2936)
C (-1.6573, -0.6196, 0.8800)
H (-2.2425, -0.5082, -3.1298)
H (-2.8289, -1.8759, -2.1664)
H (-1.3308, -2.0061, -3.1114)
H (-2.5920, -1.1729, 1.0362)
H (-1.8491, 0.4240, 1.1653)
H (-0.9168, -1.0111, 1.5887)
H (-1.3744, 1.3381, -2.3334)
H (-1.0319, 1.8066, -0.6826)
H (-2.6333, 1.1508, -1.1070)
C (0.4124, 2.2099, 4.3904)
P (0.7540, 0.6225, 3.6062)
C (2.2491, -0.0559, 4.3721)
C (-0.6478, -0.4237, 4.1038)
O (0.9045, 0.7043, 2.0781)
H (1.1750, 2.9245, 4.0297)
H (0.4552, 2.1115, 5.4857)
H (-0.5827, 2.5642, 4.0848)
H (2.2437, 0.1412, 5.4563)
H (2.2837, -1.1369, 4.1891)
H (3.1114, 0.4269, 3.8949)
H (-1.5663, -0.0922, 3.5795)
H (-0.4815, -1.4780, 3.8466)
H (-0.8000, -0.3499, 5.2070)

Summary:
M   588.1 g/mol
HOMO level   -4.42 eV
Relative energy (zero: lowest compared OMol25 entry of this formula, charge and spin)   238.3 kJ/mol
Net charge   -1
Orbital gap   0.25432 hartree
Multiplicity   1

***

ORCA calculation (ωB97M-V/def2-TZVPD) on C23H45Br4ClN2OP as an isolated structure at a distorted geometry.

Positions of all 77 atoms, in Å:
C (7.3569, -1.8495, 1.2870)
O (6.7533, -0.8322, 0.4450)
C (5.5087, -1.3303, -0.0469)
C (5.0332, -0.4009, -1.2145)
C (5.0629, 1.1147, -0.8267)
C (3.7863, 1.5613, -0.0080)
C (3.0755, 2.7939, -0.6757)
C (2.5144, 3.8472, 0.3426)
C (1.7012, 3.2211, 1.5258)
C (0.5374, 2.2580, 1.0680)
C (-0.8318, 3.0283, 1.1917)
C (-2.0808, 2.0810, 1.1923)
C (-2.1829, 0.9712, 2.2767)
N (-1.5060, 1.1609, 3.5530)
C (-2.0084, -0.3757, 1.4531)
C (-0.7024, -1.2253, 1.6250)
C (-0.9622, -2.7730, 1.6905)
C (0.1470, -3.5306, 2.5080)
Cl (-0.9646, -3.5320, 0.0160)
C (-2.3874, 0.1209, 0.0212)
P (-2.8176, -0.8331, -1.5438)
C (-1.2772, -1.2287, -2.5370)
C (-3.8138, -2.3690, -1.1443)
N (-2.4270, 1.4215, -0.1047)
C (-2.7127, 2.2703, -1.2729)
C (-4.2458, 2.4258, -1.6392)
C (-5.2203, 1.4695, -0.8851)
Br (-4.3582, 2.2032, -3.6198)
H (7.9506, -1.3171, 2.0616)
H (7.9885, -2.4821, 0.6274)
H (6.5197, -2.4312, 1.7335)
H (4.7664, -1.4106, 0.7827)
H (5.6673, -2.3553, -0.4692)
H (4.0367, -0.7239, -1.6051)
H (5.7519, -0.5458, -2.0596)
H (5.9603, 1.3965, -0.2330)
H (5.1213, 1.7174, -1.7654)
H (3.0410, 0.7364, 0.0517)
H (4.1285, 1.7812, 1.0322)
H (3.7249, 3.2884, -1.4366)
H (2.2015, 2.4033, -1.2606)
H (3.3434, 4.4715, 0.7599)
H (1.8908, 4.5659, -0.2490)
H (1.2211, 4.0754, 2.0637)
H (2.3440, 2.7119, 2.2780)
H (0.6479, 1.8983, 0.0217)
H (0.5674, 1.3439, 1.7148)
H (-0.8864, 3.6530, 2.1144)
H (-0.8474, 3.7581, 0.3454)
H (-2.9292, 2.7827, 1.3746)
H (-3.2597, 0.9946, 2.5817)
H (-0.4967, 1.0915, 3.4758)
H (-1.8791, 0.4995, 4.2255)
H (-2.7982, -1.0343, 1.8824)
H (0.0760, -0.9801, 0.8609)
H (-0.2430, -0.9480, 2.6073)
H (-1.9817, -2.9530, 2.0969)
H (0.2520, -3.1394, 3.5420)
H (-0.1116, -4.6122, 2.4937)
H (1.0862, -3.4246, 1.9171)
H (-0.7523, -0.2521, -2.6941)
H (-0.5404, -1.8681, -1.9943)
H (-1.5913, -1.6581, -3.5075)
H (-3.6973, -2.7202, -0.0906)
H (-3.5576, -3.2115, -1.8296)
H (-4.8937, -2.1372, -1.2962)
H (-2.1609, 1.8236, -2.1316)
H (-2.3027, 3.2961, -1.1345)
H (-4.5307, 3.4747, -1.4327)
H (-6.2572, 1.8847, -0.8788)
H (-5.2944, 0.5086, -1.4426)
H (-4.9523, 1.2891, 0.1788)
C (-4.7143, -5.4263, -4.1026)
Br (-3.2859, -6.6513, -3.6551)
Br (-6.0816, -5.3850, -2.7336)
Br (-4.0395, -3.6528, -4.4902)
H (-5.1801, -5.7946, -5.0091)

Summary:
M   751.7 g/mol
HOMO level   -11.25 eV
Net charge   +1
Orbital gap   0.27286 hartree
Multiplicity   1

***

ORCA calculation (ωB97M-V/def2-TZVPD) on a 3-piece molecular cluster, C23H45F4N4O5 overall.

Positions of all 81 atoms, in Å:
C (-0.8184, -1.9098, -0.5480)
C (0.0681, -1.0871, -0.0002)
N (1.3534, -0.8904, -0.5914)
C (2.0083, -1.8012, -1.3032)
N (3.1451, -1.2573, -1.7247)
C (4.1167, -1.9475, -2.5772)
F (4.1960, -3.2124, -2.1543)
F (5.2857, -1.3303, -2.4071)
C (3.6836, -1.9103, -4.0749)
F (4.1304, -3.0118, -4.6868)
F (4.2269, -0.8182, -4.6323)
C (3.2414, 0.0449, -1.2610)
C (2.1304, 0.2671, -0.5341)
O (1.7787, 1.3628, 0.1252)
C (2.0063, 1.2371, 1.5748)
C (3.4812, 1.2367, 1.9455)
C (4.1275, -0.1333, 2.2104)
C (3.3199, -1.0698, 3.1086)
H (-1.6024, -2.3251, 0.0704)
H (-0.7429, -2.1581, -1.6020)
H (-0.1320, -0.4519, 0.8521)
H (1.6949, -2.8142, -1.4945)
H (2.5949, -1.8466, -4.1697)
H (4.0691, 0.6979, -1.4752)
H (1.5057, 2.1120, 1.9845)
H (1.4732, 0.3602, 1.9445)
H (4.0354, 1.7584, 1.1591)
H (3.5881, 1.8430, 2.8485)
H (5.0807, 0.0592, 2.7102)
H (4.3845, -0.6523, 1.2809)
H (3.1212, -0.6257, 4.0868)
H (3.8939, -1.9818, 3.2877)
H (2.3778, -1.3952, 2.6576)
C (-6.0930, -3.5160, 3.5618)
O (-5.7298, -2.4964, 4.4694)
C (-5.3117, -2.9579, 5.7486)
C (-3.8335, -2.7167, 5.9579)
N (-3.0315, -3.5638, 5.0856)
C (-1.6126, -3.2407, 5.0505)
C (-1.1993, -1.8623, 4.5491)
O (-1.4408, -1.6449, 3.1645)
C (-2.7554, -1.2313, 2.8307)
H (-6.5601, -3.0330, 2.7052)
H (-5.2285, -4.0925, 3.2107)
H (-6.8119, -4.2094, 4.0071)
H (-5.5570, -4.0162, 5.8762)
H (-5.8657, -2.3898, 6.4997)
H (-3.5817, -2.9404, 6.9987)
H (-3.6514, -1.6449, 5.7956)
H (-3.4061, -3.5132, 4.1472)
H (-1.1237, -3.9840, 4.4149)
H (-1.2034, -3.3700, 6.0576)
H (-0.1168, -1.7790, 4.6767)
H (-1.6500, -1.0540, 5.1356)
H (-3.2181, -0.6155, 3.6049)
H (-3.4125, -2.0790, 2.6194)
H (-2.6770, -0.6324, 1.9204)
C (0.9209, 0.8927, -4.5742)
O (-0.2416, 1.3902, -3.9570)
C (-0.0138, 2.1036, -2.7475)
C (-0.2544, 3.5880, -2.8941)
N (0.7643, 4.2016, -3.7309)
C (0.5062, 5.5926, -4.0975)
C (-0.7360, 5.9029, -4.9236)
O (-0.6938, 5.4054, -6.2453)
C (-1.0976, 4.0635, -6.4137)
H (0.6055, 0.2248, -5.3746)
H (1.5455, 1.6812, -5.0055)
H (1.5366, 0.3259, -3.8582)
H (1.0002, 1.9141, -2.3782)
H (-0.7204, 1.7082, -2.0099)
H (-0.2171, 4.0434, -1.8996)
H (-1.2718, 3.7242, -3.2853)
H (0.8659, 3.6583, -4.5785)
H (1.3723, 5.9430, -4.6628)
H (0.4670, 6.1869, -3.1788)
H (-0.7940, 6.9895, -5.0178)
H (-1.6600, 5.5805, -4.4266)
H (-1.8786, 3.7843, -5.6995)
H (-0.2604, 3.3636, -6.3167)
H (-1.4972, 3.9658, -7.4224)

Summary:
M   533.6 g/mol
HOMO level   -10.64 eV
Relative energy (zero: lowest compared OMol25 entry of this formula, charge and spin)   0.0 kJ/mol
Net charge   +1
Orbital gap   0.25504 hartree
Multiplicity   1